Computed, not measured: a cluster of 3 separate species, C15H26BCl4F3O6S in total in a non-equilibrium geometry, with the ωB97M-V functional and the def2-TZVPD basis.

```
! RIJCOSX wB97M-V def2-TZVPD def2/J DEFGRID3
* xyz 0 1
C 1.302 -4.358 -0.551
C 1.220 -2.829 -0.725
B 0.035 -2.417 -1.685
O -0.856 -3.395 -2.106
C -0.255 -0.935 -2.197
C -1.688 -0.713 -2.746
O -2.164 -1.172 -3.760
O -2.401 0.112 -1.881
C -1.665 0.025 -0.665
S -2.315 1.037 0.679
O -3.286 1.981 0.239
O -1.283 1.583 1.499
C -3.201 -0.203 1.741
F -4.140 -0.807 1.022
F -2.320 -1.146 2.087
F -3.705 0.360 2.796
C -0.238 0.209 -1.142
C 0.912 0.310 -0.139
C 1.430 1.733 0.057
C 2.915 1.692 0.467
C 3.178 0.691 1.557
O 4.399 1.024 2.220
H 2.261 -4.606 -0.111
H 0.496 -4.715 0.073
H 1.253 -4.867 -1.501
H 2.174 -2.394 -1.001
H 0.980 -2.420 0.258
H -1.443 -3.591 -1.369
H 0.389 -0.550 -2.984
H -1.904 -0.990 -0.333
H -0.285 1.152 -1.676
H 1.736 -0.251 -0.557
H 0.626 -0.138 0.805
H 0.914 2.248 0.855
H 1.349 2.283 -0.873
H 3.266 2.679 0.741
H 3.466 1.385 -0.420
H 2.363 0.656 2.280
H 3.281 -0.311 1.143
H 4.560 0.317 2.843
Cl 5.675 4.493 -2.228
C 6.589 2.983 -1.993
C 6.156 1.904 -2.951
Cl 4.507 1.327 -2.595
H 6.461 2.670 -0.959
H 7.640 3.216 -2.157
H 6.820 1.045 -2.864
H 6.175 2.251 -3.981
Cl -9.341 1.419 3.426
C -7.668 0.943 3.043
C -7.506 -0.554 2.971
Cl -7.680 -1.330 4.567
H -7.015 1.376 3.796
H -7.424 1.383 2.078
H -6.510 -0.797 2.608
H -8.235 -1.001 2.301
*
```

Results
**Structure (SMILES)**: CCB(O)[C@H]1C(=O)O[C@H](S(=O)(=O)C(F)(F)F)[C@H]1CCCCO.ClCCCl.ClCCCl
**Highest occupied orbital energy**: -10.4 eV
**Relative energy (zero: lowest compared OMol25 entry of this formula, charge and spin)**: 0.476 eV
**Maximum force**: 2.31 eV Å⁻¹
**DFT total energy**: -3601.9934 Ha

Löwdin population analysis, charges in e, atoms 1 to 2: number 1, C, carries -0.10; number 2, C, carries -0.14